Record 1
C31H52N2O21 | ωB97M-V/def2-TZVPD

Structure (ORCA input):
```
! wB97M-V def2-TZVPD RIJCOSX def2/J DEFGRID3
* xyz 0 1
C -14.732 -25.206 -9.420
O -13.648 -26.156 -9.114
C -12.363 -25.869 -9.333
O -11.975 -24.944 -9.990
O -11.540 -26.728 -8.747
C -12.002 -28.036 -8.330
H -14.818 -25.131 -10.534
H -14.315 -24.298 -9.057
H -15.643 -25.497 -8.868
H -12.793 -27.886 -7.641
H -11.177 -28.695 -7.966
H -12.370 -28.525 -9.241
C -8.417 -21.462 -10.066
O -9.199 -20.390 -9.473
C -8.784 -19.788 -8.374
O -7.782 -19.960 -7.700
O -9.705 -18.806 -8.036
C -9.355 -17.975 -6.910
H -7.544 -21.557 -9.417
H -8.233 -21.190 -11.135
H -8.944 -22.355 -9.871
H -10.189 -17.280 -6.820
H -8.370 -17.454 -6.995
H -9.202 -18.560 -6.016
C -10.310 -21.338 -5.799
O -8.936 -21.471 -5.334
C -8.030 -22.258 -5.983
O -8.310 -23.070 -6.793
O -6.788 -21.983 -5.514
C -6.637 -20.673 -4.870
H -10.759 -22.153 -6.405
H -10.391 -20.359 -6.364
H -10.877 -21.152 -4.921
H -6.905 -19.884 -5.584
H -5.605 -20.734 -4.501
H -7.237 -20.723 -3.985
C -16.674 -19.621 -7.285
O -15.434 -20.058 -6.746
C -15.353 -21.422 -6.736
O -16.175 -22.180 -7.195
O -14.223 -21.723 -6.121
C -13.824 -23.090 -6.086
H -16.851 -18.596 -6.932
H -17.482 -20.345 -6.942
H -16.549 -19.594 -8.335
H -13.319 -23.328 -7.066
H -14.529 -23.897 -5.927
H -13.119 -23.122 -5.316
C -10.725 -13.230 -13.282
O -11.903 -13.474 -12.435
C -11.980 -14.839 -12.204
O -11.259 -15.661 -12.686
O -13.012 -15.133 -11.402
C -13.064 -16.511 -10.994
H -10.586 -12.158 -13.328
H -10.803 -13.711 -14.272
H -9.952 -13.725 -12.765
H -14.072 -16.608 -10.653
H -12.347 -16.714 -10.189
H -12.845 -17.197 -11.816
C -14.293 -26.459 -14.657
O -12.955 -26.509 -14.106
C -12.608 -25.389 -13.490
O -13.262 -24.389 -13.387
O -11.441 -25.673 -12.938
C -10.628 -24.585 -12.392
H -15.045 -26.515 -13.909
H -14.386 -27.356 -15.284
H -14.434 -25.523 -15.191
H -9.683 -25.008 -12.340
H -11.026 -24.299 -11.461
H -10.592 -23.744 -13.151
C -13.265 -16.979 -7.162
O -13.321 -17.074 -5.732
C -12.728 -18.182 -5.302
O -12.231 -19.109 -5.989
O -12.688 -18.206 -3.961
C -13.404 -17.091 -3.303
H -13.855 -17.796 -7.605
H -12.233 -17.024 -7.452
H -13.646 -15.954 -7.336
H -14.457 -17.114 -3.616
H -12.775 -16.212 -3.355
H -13.398 -17.378 -2.269
C -11.889 -21.296 -17.259
C -12.540 -20.826 -16.183
C -13.846 -21.298 -15.831
N -14.419 -22.259 -16.501
C -13.790 -22.745 -17.602
C -12.528 -22.303 -17.994
H -10.900 -20.876 -17.552
H -12.061 -20.141 -15.559
H -14.359 -20.999 -14.910
H -14.242 -23.526 -18.221
H -11.997 -22.613 -18.900
C -13.051 -21.737 -10.964
C -14.041 -20.954 -11.599
C -14.468 -19.800 -10.912
N -14.064 -19.433 -9.717
C -13.088 -20.169 -9.161
C -12.633 -21.371 -9.675
H -12.708 -22.677 -11.442
H -14.412 -21.260 -12.586
H -15.113 -19.113 -11.461
H -12.709 -19.788 -8.184
H -12.028 -22.003 -9.077
*
```

Computed properties:
DFT total energy: -2901.914177 hartree
Orbital gap: 9.84 eV
Energy relative to the best compared isomer or geometry (same formula, charge and spin): 0.0 kcal/mol
E_LUMO: 0.53 eV
SMILES: COC(=O)OC.COC(=O)OC.COC(=O)OC.COC(=O)OC.COC(=O)OC.COC(=O)OC.COC(=O)OC.c1ccncc1.c1ccncc1

Atom charges from the Mulliken analysis, given in e for atoms 1 to 6: -0.01, -0.42, 0.75, -0.59, -0.34, -0.69


Record 2
C31H53BrNO3P3Re | ωB97M-V/def2-TZVPD

Structure (ORCA input):
```
! wB97M-V def2-TZVPD RIJCOSX def2/J DEFGRID3
* xyz 4 4
C -1.769 2.206 -4.103
C -0.385 2.287 -3.780
C 0.449 2.904 -4.752
C -0.104 3.314 -5.978
N -1.402 3.194 -6.261
C -2.219 2.674 -5.339
C 0.099 1.740 -2.557
C -0.131 0.791 -1.686
C -1.264 0.174 -0.865
C -2.402 0.963 -0.471
C -3.471 0.398 0.210
C -3.469 -0.974 0.586
C -2.470 -1.773 -0.011
C -1.384 -1.234 -0.734
Re 0.898 0.059 -0.236
P 0.835 1.771 1.313
H 1.507 3.042 -4.575
H -2.479 1.771 -3.402
H 0.528 3.754 -6.755
H -3.280 2.622 -5.592
H -0.785 -1.883 -1.387
H -2.396 2.011 -0.768
H -2.531 -2.864 0.047
H -4.290 1.055 0.487
C 1.504 1.263 2.971
C 2.723 1.999 3.520
H 1.735 0.193 2.856
H 0.664 1.297 3.679
H 3.006 1.524 4.471
H 3.580 1.918 2.837
H 2.510 3.059 3.720
C 1.693 3.361 0.848
C 1.003 4.036 -0.334
H 2.731 3.101 0.586
H 1.735 4.022 1.731
H 1.639 4.849 -0.715
H 0.818 3.329 -1.161
H 0.036 4.465 -0.038
C -0.835 2.377 1.858
C -0.868 3.386 3.010
H -1.395 1.472 2.139
H -1.354 2.786 0.980
H -1.907 3.702 3.173
H -0.515 2.946 3.947
H -0.278 4.285 2.799
Br -4.719 0.024 3.041
P 2.797 -0.073 -1.238
C 4.056 0.919 -0.316
C 5.384 0.271 0.046
H 3.567 1.241 0.633
H 4.205 1.843 -0.901
H 5.870 0.910 0.799
H 5.289 -0.723 0.488
H 6.071 0.191 -0.800
C 3.420 -1.841 -1.455
C 4.789 -2.262 -2.014
H 2.643 -2.286 -2.096
H 3.303 -2.301 -0.458
H 4.957 -3.307 -1.701
H 4.856 -2.280 -3.113
H 5.620 -1.660 -1.637
C 2.848 0.624 -2.961
C 3.954 0.112 -3.874
H 2.803 1.722 -2.879
H 1.864 0.338 -3.373
H 3.713 0.373 -4.910
H 4.972 0.471 -3.621
H 3.961 -0.982 -3.825
C -7.656 -2.988 0.596
C -6.506 -2.032 0.499
O -5.509 -2.515 1.530
P -4.236 -1.730 1.950
O -3.301 -2.617 2.831
C -3.169 -4.120 2.694
C -2.617 -4.572 4.014
O 1.390 -1.283 1.146
C 0.986 -2.593 1.423
C 1.798 -3.076 2.629
H -7.327 -4.018 0.440
H -8.398 -2.733 -0.163
H -8.131 -2.926 1.581
H -5.992 -2.075 -0.469
H -6.776 -1.004 0.766
H -4.175 -4.515 2.501
H -2.486 -4.312 1.851
H -3.296 -4.327 4.838
H -2.493 -5.656 3.977
H -1.651 -4.106 4.235
H -0.097 -2.660 1.645
H 1.168 -3.272 0.566
H 2.872 -2.970 2.452
H 1.542 -4.113 2.863
H 1.529 -2.481 3.501
*
```

Computed properties:
DFT total energy: -5168.204735 hartree
Orbital gap (alpha / beta): 5.54 / 5.31 eV
Energy relative to the best compared isomer or geometry (same formula, charge and spin): 0.0 kcal/mol
E_LUMO (alpha / beta): -13.93 / -14.10 eV
Expectation value of S²: 3.83

Atom charges from the Mulliken analysis, given in e for atoms 1 to 6: -0.45, 0.96, -0.34, -0.51, -0.43, -0.47


Record 3
C31H53I2NNiPSb2 | ωB97M-V/def2-TZVPD

Structure (ORCA input):
```
! wB97M-V def2-TZVPD RIJCOSX def2/J DEFGRID3
* xyz 1 3
Ni 1.304 -0.074 -1.456
C -3.298 1.753 -4.528
Sb -1.968 0.313 -3.682
C -0.729 1.787 -2.684
C -3.214 -0.143 -1.983
C -3.852 -1.473 -2.325
C -4.981 -1.528 -3.136
C -5.491 -2.737 -3.595
C -4.866 -3.922 -3.251
C -3.755 -3.877 -2.422
C -3.248 -2.669 -1.945
C -2.087 -2.718 -0.967
Sb -0.080 -2.266 -1.627
C 0.839 -3.897 -0.631
C -0.049 -3.136 -3.549
H -4.084 1.231 -5.075
H -2.744 2.379 -5.230
H -3.738 2.375 -3.748
H -1.323 2.433 -2.039
H -0.141 2.376 -3.389
H -0.002 1.284 -2.027
H -3.926 0.678 -1.888
H -2.595 -0.183 -1.091
H -5.469 -0.597 -3.413
H -6.378 -2.751 -4.218
H -5.245 -4.872 -3.608
H -3.276 -4.805 -2.120
H -1.937 -3.745 -0.622
H -2.255 -2.085 -0.091
H 0.498 -4.790 -1.155
H 0.535 -3.946 0.412
H 1.923 -3.825 -0.691
H -0.736 -3.983 -3.519
H 0.967 -3.479 -3.742
H -0.355 -2.426 -4.312
I 3.732 -0.789 -2.118
I 5.913 -1.227 -0.392
N 1.403 -0.100 -4.485
C 1.998 -0.309 -3.512
C -2.512 1.436 3.115
C -2.535 1.139 1.618
C -1.180 1.435 0.970
C -0.059 0.645 1.661
C -0.031 0.960 3.166
C -1.390 0.663 3.800
P 1.546 0.655 0.770
C 2.530 2.217 0.693
C 2.402 2.937 -0.666
C 1.236 3.919 -0.717
C 1.336 4.941 0.413
C 1.331 4.242 1.766
C 2.453 3.214 1.871
C 2.604 -0.508 1.703
C 1.858 -1.803 2.035
C 2.854 -2.903 2.427
C 4.008 -2.347 3.291
C 3.609 -1.047 3.984
C 3.315 0.063 2.960
H -3.474 1.188 3.566
H -2.360 2.511 3.269
H -3.315 1.719 1.121
H -2.787 0.082 1.467
H -0.984 2.506 1.051
H -1.208 1.204 -0.095
H -0.327 -0.416 1.555
H 0.204 2.020 3.308
H 0.738 0.385 3.675
H -1.356 0.894 4.866
H -1.590 -0.412 3.718
H 3.530 1.770 0.723
H 2.319 2.208 -1.481
H 3.336 3.474 -0.857
H 0.290 3.373 -0.627
H 1.220 4.417 -1.688
H 0.521 5.663 0.349
H 2.269 5.505 0.302
H 0.362 3.762 1.920
H 1.442 4.967 2.574
H 2.402 2.693 2.822
H 3.408 3.752 1.877
H 3.393 -0.770 0.996
H 1.259 -2.123 1.187
H 1.156 -1.625 2.857
H 3.263 -3.360 1.522
H 2.323 -3.691 2.966
H 4.878 -2.156 2.660
H 4.316 -3.090 4.027
H 4.398 -0.711 4.658
H 2.726 -1.219 4.609
H 4.253 0.531 2.649
H 2.730 0.837 3.446
*
```

Computed properties:
DFT total energy: -4193.077170 hartree
Orbital gap (alpha / beta): 7.71 / 6.07 eV
Energy relative to the best compared isomer or geometry (same formula, charge and spin): 0.0 kcal/mol
E_LUMO (alpha / beta): -3.24 / -4.90 eV
Expectation value of S²: 2.02

Atom charges from the Mulliken analysis, given in e for atoms 1 to 6: 0.74, -1.29, 0.83, 0.06, 0.22, 0.00


What did the third record say?
C31H53I2NNiPSb2 | ωB97M-V/def2-TZVPD

Structure (ORCA input):
```
! wB97M-V def2-TZVPD RIJCOSX def2/J DEFGRID3
* xyz 1 3
Ni 1.304 -0.074 -1.456
C -3.298 1.753 -4.528
Sb -1.968 0.313 -3.682
C -0.729 1.787 -2.684
C -3.214 -0.143 -1.983
C -3.852 -1.473 -2.325
C -4.981 -1.528 -3.136
C -5.491 -2.737 -3.595
C -4.866 -3.922 -3.251
C -3.755 -3.877 -2.422
C -3.248 -2.669 -1.945
C -2.087 -2.718 -0.967
Sb -0.080 -2.266 -1.627
C 0.839 -3.897 -0.631
C -0.049 -3.136 -3.549
H -4.084 1.231 -5.075
H -2.744 2.379 -5.230
H -3.738 2.375 -3.748
H -1.323 2.433 -2.039
H -0.141 2.376 -3.389
H -0.002 1.284 -2.027
H -3.926 0.678 -1.888
H -2.595 -0.183 -1.091
H -5.469 -0.597 -3.413
H -6.378 -2.751 -4.218
H -5.245 -4.872 -3.608
H -3.276 -4.805 -2.120
H -1.937 -3.745 -0.622
H -2.255 -2.085 -0.091
H 0.498 -4.790 -1.155
H 0.535 -3.946 0.412
H 1.923 -3.825 -0.691
H -0.736 -3.983 -3.519
H 0.967 -3.479 -3.742
H -0.355 -2.426 -4.312
I 3.732 -0.789 -2.118
I 5.913 -1.227 -0.392
N 1.403 -0.100 -4.485
C 1.998 -0.309 -3.512
C -2.512 1.436 3.115
C -2.535 1.139 1.618
C -1.180 1.435 0.970
C -0.059 0.645 1.661
C -0.031 0.960 3.166
C -1.390 0.663 3.800
P 1.546 0.655 0.770
C 2.530 2.217 0.693
C 2.402 2.937 -0.666
C 1.236 3.919 -0.717
C 1.336 4.941 0.413
C 1.331 4.242 1.766
C 2.453 3.214 1.871
C 2.604 -0.508 1.703
C 1.858 -1.803 2.035
C 2.854 -2.903 2.427
C 4.008 -2.347 3.291
C 3.609 -1.047 3.984
C 3.315 0.063 2.960
H -3.474 1.188 3.566
H -2.360 2.511 3.269
H -3.315 1.719 1.121
H -2.787 0.082 1.467
H -0.984 2.506 1.051
H -1.208 1.204 -0.095
H -0.327 -0.416 1.555
H 0.204 2.020 3.308
H 0.738 0.385 3.675
H -1.356 0.894 4.866
H -1.590 -0.412 3.718
H 3.530 1.770 0.723
H 2.319 2.208 -1.481
H 3.336 3.474 -0.857
H 0.290 3.373 -0.627
H 1.220 4.417 -1.688
H 0.521 5.663 0.349
H 2.269 5.505 0.302
H 0.362 3.762 1.920
H 1.442 4.967 2.574
H 2.402 2.693 2.822
H 3.408 3.752 1.877
H 3.393 -0.770 0.996
H 1.259 -2.123 1.187
H 1.156 -1.625 2.857
H 3.263 -3.360 1.522
H 2.323 -3.691 2.966
H 4.878 -2.156 2.660
H 4.316 -3.090 4.027
H 4.398 -0.711 4.658
H 2.726 -1.219 4.609
H 4.253 0.531 2.649
H 2.730 0.837 3.446
*
```

Computed properties:
DFT total energy: -4193.077170 hartree
Orbital gap (alpha / beta): 7.71 / 6.07 eV
Energy relative to the best compared isomer or geometry (same formula, charge and spin): 0.0 kcal/mol
E_LUMO (alpha / beta): -3.24 / -4.90 eV
Expectation value of S²: 2.02

Atom charges from the Mulliken analysis, given in e for atoms 1 to 6: 0.74, -1.29, 0.83, 0.06, 0.22, 0.00


Look up the energy relative to the best compared isomer or geometry (same formula, charge and spin) of the second one. 0.0 kcal/mol